No. 1
Molecular formula: C6H7N
Method: DFT, ωB97M-V/def2-TZVPD

Structure (ORCA input):
```
! RIJCOSX wB97M-V def2-TZVPD def2/J DEFGRID3
* xyz 0 1
C -2.546 0.187 -0.070
C -1.085 -0.046 0.137
N -0.575 -1.175 -0.117
C 0.788 -1.389 0.025
C 1.642 -0.382 0.029
C 2.891 0.347 0.022
C 1.775 1.051 -0.119
H -2.887 1.022 0.534
H -3.108 -0.709 0.189
H -2.750 0.412 -1.117
H -0.527 0.798 0.549
H 1.082 -2.425 0.095
H 3.949 0.293 0.099
H 1.351 2.016 -0.258
*
```

Results
- SMILES string = C/C=N/C=C1C=C1
- HOMO level (eV) = -7.65
- E_LUMO (eV) = 0.989
- energy above the lowest of the compared OMol25 structures with the same formula, charge and spin (kcal per mole) = 96.4
- DFT total energy (hartree) = -287.43355
- frontier orbital gap (eV) = 8.6407

***

No. 2
Molecular formula: C2H2BrClINOS
Method: DFT, ωB97M-V/def2-TZVPD

Structure (ORCA input):
```
! RIJCOSX wB97M-V def2-TZVPD def2/J DEFGRID3
* xyz 0 1
O -2.183 1.382 1.656
C -1.419 1.076 0.831
Br -0.982 2.477 -0.616
C -0.801 -0.220 0.452
S -1.429 -1.518 1.296
N 0.000 -0.353 -0.641
Cl 0.569 -1.910 -1.183
H 0.249 0.415 -1.173
I 3.639 -0.238 -0.272
H 2.358 -1.111 -0.351
*
```

Results
- SMILES string = O=C(Br)C(=S)NCl.I
- HOMO level (eV) = -9.56
- E_LUMO (eV) = -1.745
- energy above the lowest of the compared OMol25 structures with the same formula, charge and spin (kcal per mole) = 7.3
- DFT total energy (hartree) = -3937.41827
- frontier orbital gap (eV) = 7.8157

***

No. 3
Molecular formula: C23H32O4
Method: DFT, ωB97M-V/def2-TZVPD

Structure (ORCA input):
```
! RIJCOSX wB97M-V def2-TZVPD def2/J DEFGRID3
* xyz 0 1
C -6.734 -0.974 -1.574
C -6.428 -0.101 -0.461
O -7.204 0.808 -0.070
O -5.324 -0.363 0.070
C -4.959 0.301 1.052
C -3.664 0.998 0.941
O -3.616 2.074 0.614
C -2.436 0.247 1.090
H -2.209 0.538 2.146
C -2.588 -1.350 1.149
H -3.486 -1.358 0.484
H -3.007 -1.594 2.038
C -1.264 -2.090 0.579
H -0.954 -2.643 1.371
H -1.371 -2.304 -0.455
C -0.382 -0.765 0.878
C 1.040 -0.986 0.038
C 1.780 -2.088 0.515
C 3.251 -1.971 -0.377
C 3.892 -0.767 0.001
C 5.156 -0.866 0.176
C 5.972 0.390 0.518
O 7.219 0.333 0.840
C 5.432 1.630 0.010
C 4.006 1.831 -0.088
H 3.700 2.624 -0.246
H 3.902 1.489 1.239
C 3.236 0.643 -0.450
C 3.022 0.576 -1.836
H 2.854 1.585 -2.157
H 4.073 0.498 -2.455
H 2.337 -0.102 -2.483
C 1.829 0.507 0.280
C 0.944 1.582 -0.114
H 0.762 1.682 -1.162
H 1.558 2.810 0.226
C -0.356 1.745 0.459
C -1.172 0.487 0.594
C -1.617 0.479 -1.126
H -2.234 1.487 -1.290
H -0.669 0.265 -1.650
H -2.415 -0.320 -1.097
H -1.045 2.576 0.351
H -0.262 1.671 1.735
H 1.878 0.552 1.270
H 6.187 2.364 0.252
H 5.741 1.490 -1.202
H 5.798 -1.959 0.534
H 3.766 -2.842 -0.089
H 2.816 -2.137 -1.332
H 1.287 -2.905 0.194
H 2.032 -1.929 1.456
H 0.986 -0.862 -1.182
H 0.014 -0.664 1.907
H -4.829 -0.221 2.213
H -5.676 1.377 1.544
H -7.869 -1.222 -1.867
H -6.486 -0.446 -2.481
H -6.212 -1.810 -1.520
*
```

Results
- HOMO level (eV) = -8.61
- E_LUMO (eV) = 0.309
- energy above the lowest of the compared OMol25 structures with the same formula, charge and spin (kcal per mole) = 438.0
- DFT total energy (hartree) = -1195.92703
- frontier orbital gap (eV) = 8.9185

***

No. 4
Molecular formula: C3H8IN2O
Method: DFT, ωB97M-V/def2-TZVPD

Structure (ORCA input):
```
! RIJCOSX wB97M-V def2-TZVPD def2/J DEFGRID3
* xyz 1 1
C -1.872 -1.148 1.878
C 0.746 0.864 -1.566
C 0.100 -0.848 0.237
N -1.166 -1.101 2.909
N -0.278 0.297 -0.648
O -2.688 -1.025 1.032
I 1.583 -0.169 1.731
H 1.303 1.666 -1.068
H 1.264 0.064 -1.994
H 0.033 1.374 -2.212
H 0.617 -1.602 -0.276
H -0.106 -1.181 2.677
H -1.568 -1.523 3.870
H -1.036 -0.054 -1.269
H -0.702 1.011 -0.119
*
```

Results
- HOMO level (eV) = -12.12
- E_LUMO (eV) = -3.761
- energy above the lowest of the compared OMol25 structures with the same formula, charge and spin (kcal per mole) = 76.8
- DFT total energy (hartree) = -601.17681
- frontier orbital gap (eV) = 8.3599

***

No. 5
Molecular formula: CCl3F2N
Method: DFT, ωB97M-V/def2-TZVPD

Structure (ORCA input):
```
! RIJCOSX wB97M-V def2-TZVPD def2/J DEFGRID3
* xyz 0 3
C 0.982 0.399 0.258
N -1.133 -0.931 0.089
F 0.845 0.755 1.545
F -1.266 -1.255 -1.256
Cl 0.795 1.671 -0.938
Cl 1.954 -0.994 -0.119
Cl -2.177 0.356 0.422
*
```

Results
- HOMO level (spin up / spin down) (eV) = -8.28 / -11.81
- E_LUMO (spin up / spin down) (eV) = 0.464 / -1.882
- energy above the lowest of the compared OMol25 structures with the same formula, charge and spin (kcal per mole) = 0.0
- DFT total energy (hartree) = -1672.94558
- frontier orbital gap (spin up / spin down) (eV) = 8.7402 / 9.9264

***

No. 6
Molecular formula: C24H22N3O3PS
Method: DFT, ωB97M-V/def2-TZVPD

Structure (ORCA input):
```
! RIJCOSX wB97M-V def2-TZVPD def2/J DEFGRID3
* xyz 0 1
C -5.019 -0.640 2.662
C -4.752 0.493 3.645
N -4.451 1.802 3.015
C -3.080 1.898 2.627
C -2.162 2.102 3.664
C -0.803 2.170 3.428
C -0.351 2.021 2.124
C -1.237 1.848 1.070
C -2.627 1.788 1.300
P -3.711 1.518 -0.139
N -3.469 0.103 -0.794
C -0.620 1.742 -0.291
O -1.067 2.322 -1.242
C 0.640 0.938 -0.338
C 0.933 0.082 -1.400
C 0.026 -0.085 -2.576
C 2.116 -0.662 -1.329
C 2.413 -1.596 -2.458
C 2.233 -2.962 -2.269
C 2.474 -3.809 -3.335
C 2.881 -3.232 -4.522
C 3.047 -1.866 -4.620
N 2.815 -1.037 -3.596
C 2.979 -0.539 -0.238
C 4.248 -1.367 -0.211
C 5.240 -0.917 -1.259
O 5.867 0.089 -1.126
C 2.687 0.343 0.808
S 3.738 0.473 2.242
C 1.508 1.088 0.748
C 1.093 2.060 1.806
O 1.845 2.831 2.327
H -5.632 -0.318 1.822
H -4.107 -1.046 2.235
H -5.554 -1.456 3.138
H -5.591 0.589 4.330
H -3.894 0.208 4.245
H -5.030 1.894 2.195
H -2.529 2.211 4.672
H -0.104 2.324 4.231
H -3.518 2.578 -1.031
H -5.026 1.645 0.338
H -3.216 0.189 -1.769
H -0.964 0.295 -2.386
H -0.077 -1.130 -2.853
H 0.428 0.444 -3.436
H 1.896 -3.349 -1.322
H 2.353 -4.875 -3.244
H 3.069 -3.849 -5.388
H 3.375 -1.428 -5.550
H 3.977 -2.409 -0.359
H 4.711 -1.295 0.765
H 5.345 -1.563 -2.145
H 4.648 1.344 1.785
*
```

Results
- SMILES string = CCNc1ccc2c(c1[PH2]=N)C(=O)c1c(C)c(-c3ccccn3)c(CC=O)c(S)c1C2=O
- HOMO level (eV) = -8.74
- E_LUMO (eV) = -0.634
- DFT total energy (hartree) = -2057.24435
- frontier orbital gap (eV) = 8.1108

***

No. 7
Molecular formula: C17H23MnN6O2
Method: DFT, ωB97M-V/def2-TZVPD

Structure (ORCA input):
```
! RIJCOSX wB97M-V def2-TZVPD def2/J DEFGRID3
* xyz 1 2
Mn 0.860 0.207 0.394
N 0.602 -0.286 2.499
C 1.825 -0.511 3.286
C 2.550 -1.777 2.845
C 2.739 -1.934 1.338
N 2.910 -0.617 0.689
H 0.058 0.464 2.918
H -0.010 -1.099 2.524
H 1.612 -0.600 4.352
H 2.460 0.367 3.158
H 2.009 -2.655 3.205
H 3.518 -1.782 3.353
H 1.868 -2.398 0.878
H 3.589 -2.594 1.158
H 3.155 -0.763 -0.288
H 3.683 -0.119 1.117
N 1.928 2.212 0.195
C 1.270 2.630 -1.010
C 1.890 3.191 -2.085
C 1.137 3.563 -3.226
C -0.218 3.398 -3.254
C -0.879 2.812 -2.148
C -2.276 2.604 -2.072
C -2.813 1.998 -0.973
C -1.958 1.547 0.050
N -0.657 1.739 0.025
C -0.121 2.397 -1.044
H 2.924 2.394 0.150
H 1.535 2.704 0.993
H 2.958 3.373 -2.062
H 1.650 4.001 -4.071
H -0.797 3.706 -4.116
H -2.903 2.925 -2.895
H -3.878 1.831 -0.887
H -2.349 0.994 0.898
C -3.910 -3.013 0.362
N -2.629 -2.528 -0.151
C -2.110 -2.996 -1.322
C -0.921 -2.586 -1.810
C -0.226 -1.609 -1.029
O 0.874 -1.056 -1.335
N -0.733 -1.199 0.142
C -1.917 -1.623 0.641
O -2.368 -1.249 1.718
H -4.480 -3.438 -0.460
H -4.456 -2.185 0.803
H -3.758 -3.766 1.134
H -2.723 -3.716 -1.848
H -0.515 -2.959 -2.736
*
```

Results
- HOMO level (spin up / spin down) (eV) = -11.28 / -11.00
- E_LUMO (spin up / spin down) (eV) = -3.052 / -3.055
- energy above the lowest of the compared OMol25 structures with the same formula, charge and spin (kcal per mole) = 9.3
- DFT total energy (hartree) = -2291.50412
- frontier orbital gap (spin up / spin down) (eV) = 8.2305 / 7.9439

***

No. 8
Molecular formula: C4H4LiO5Sn
Method: DFT, ωB97M-V/def2-TZVPD

Structure (ORCA input):
```
! RIJCOSX wB97M-V def2-TZVPD def2/J DEFGRID3
* xyz 1 1
O -0.614 1.518 -0.705
C -1.123 1.358 0.454
C -0.031 -0.571 -0.990
O -0.988 2.110 1.424
O -1.625 0.130 0.687
C -1.420 -0.805 -0.374
H 0.280 -1.526 -1.432
H 0.132 -0.019 -1.919
H -1.490 -1.794 0.091
H -2.198 -0.695 -1.139
O 1.928 -1.608 0.665
C 1.260 -0.583 0.337
O 1.757 0.559 0.718
Li 0.959 2.338 0.688
Sn 3.175 -0.411 1.498
*
```

Results
- HOMO level (eV) = -12.47
- E_LUMO (eV) = -6.663
- energy above the lowest of the compared OMol25 structures with the same formula, charge and spin (kcal per mole) = 28.7
- DFT total energy (hartree) = -752.55912
- frontier orbital gap (eV) = 5.8045

***

No. 9
Molecular formula: C21H32N5O8PPtS
Method: DFT, ωB97M-V/def2-TZVPD

Structure (ORCA input):
```
! RIJCOSX wB97M-V def2-TZVPD def2/J DEFGRID3
* xyz 0 1
Pt -1.317 0.925 0.920
N -2.268 2.440 2.049
C -1.222 2.894 2.991
C -0.392 1.735 3.541
O 0.200 1.777 4.576
N -0.397 0.583 2.663
C -0.070 -0.551 3.157
C -4.117 -0.680 2.504
O -3.831 -1.797 2.470
O -4.418 0.444 2.539
H -2.463 3.160 1.361
H -3.143 2.195 2.503
H -1.608 3.474 3.828
H -0.526 3.524 2.434
H 0.232 -0.627 4.195
H -0.129 -1.427 2.529
C 5.474 -1.249 -0.304
N 4.992 -2.516 0.228
C 5.929 -3.008 1.230
N 6.177 -2.066 2.323
C 6.641 -0.805 1.759
N 5.774 -0.254 0.723
C 4.749 0.631 1.105
P 3.478 -1.454 2.276
C 3.626 -2.465 0.739
C 4.997 -1.919 3.172
H 4.740 -0.846 -0.997
H 6.398 -1.464 -0.846
H 6.882 -3.205 0.734
H 5.556 -3.946 1.646
H 7.619 -0.996 1.311
H 6.761 -0.070 2.556
H 4.302 1.080 0.220
H 5.156 1.404 1.756
H 1.930 -1.695 0.064
H 3.369 -3.492 1.041
H 4.786 -2.875 3.660
H 5.185 -1.190 3.965
C -5.997 0.907 -6.068
C -5.317 0.761 -4.734
C -5.734 1.495 -3.632
C -5.097 1.382 -2.401
C -5.573 2.172 -1.211
C -4.021 0.508 -2.281
C -3.584 -0.251 -3.366
C -2.429 -1.202 -3.212
C -4.241 -0.108 -4.581
C -3.337 0.359 -0.947
O -3.675 -0.504 -0.155
O -2.406 1.249 -0.746
H -6.944 1.438 -5.972
H -6.198 -0.066 -6.517
H -5.371 1.466 -6.767
H -6.576 2.173 -3.732
H -6.328 2.902 -1.501
H -4.743 2.704 -0.742
H -6.006 1.512 -0.455
H -2.639 -1.940 -2.436
H -1.523 -0.676 -2.906
H -2.231 -1.728 -4.145
H -3.907 -0.695 -5.431
C 1.324 0.929 -0.675
S 0.112 -0.385 -0.335
O 2.800 -1.996 -0.282
O 3.616 0.073 1.849
O 2.234 -1.695 3.037
H 1.840 1.239 0.235
H 0.844 1.788 -1.139
H 2.056 0.519 -1.374
*
```

Results
- HOMO level (eV) = -7.74
- E_LUMO (eV) = -0.579
- energy above the lowest of the compared OMol25 structures with the same formula, charge and spin (kcal per mole) = 0.0
- DFT total energy (hartree) = -2554.11330
- frontier orbital gap (eV) = 7.1639

***

No. 10
Molecular formula: C44H35BaCl2N3O6PSSe
Method: DFT, ωB97M-V/def2-TZVPD

Structure (ORCA input):
```
! RIJCOSX wB97M-V def2-TZVPD def2/J DEFGRID3
* xyz -1 1
Ba -1.502 -1.126 -0.029
O -0.017 -4.958 -2.256
C -0.470 -4.155 -1.429
O -1.312 -3.229 -1.626
C 0.069 -4.279 0.003
C 1.038 -5.220 0.321
C 1.484 -5.293 1.632
C 0.951 -4.434 2.582
C -0.001 -3.511 2.177
N -0.423 -3.441 0.915
C -0.613 -2.518 3.168
O -0.380 -2.692 4.366
O -1.311 -1.601 2.636
H 1.408 -5.864 -0.463
H 2.240 -6.017 1.912
H 1.245 -4.449 3.622
O -2.469 1.074 1.227
P -2.075 1.808 2.472
C -0.407 1.402 3.008
C 0.589 1.461 2.033
C 1.873 1.035 2.326
C 2.166 0.554 3.596
C 1.181 0.499 4.570
C -0.107 0.922 4.279
C -2.112 3.585 2.174
C -2.885 4.049 1.112
C -2.953 5.410 0.851
C -2.250 6.305 1.646
C -1.470 5.843 2.698
C -1.397 4.483 2.960
C -3.190 1.512 3.863
C -3.307 0.209 4.354
C -4.170 -0.052 5.407
C -4.920 0.972 5.972
C -4.808 2.266 5.485
C -3.943 2.537 4.433
H 0.366 1.797 1.026
H 2.621 1.045 1.544
H 3.164 0.198 3.820
H 1.400 0.086 5.545
H -0.881 0.836 5.030
H -3.408 3.336 0.486
H -3.547 5.769 0.020
H -2.300 7.367 1.438
H -0.910 6.541 3.308
H -0.776 4.115 3.769
H -2.699 -0.585 3.921
H -4.250 -1.061 5.790
H -5.593 0.761 6.794
H -5.390 3.067 5.924
H -3.860 3.548 4.055
Cl -3.715 3.078 -2.588
C -4.758 1.655 -2.736
Cl -4.780 0.702 -1.247
H -4.362 1.024 -3.525
H -5.767 1.994 -2.934
C 0.839 -2.130 -3.875
N -0.427 -2.593 -4.414
C -1.596 -1.943 -4.314
Se -1.911 -0.246 -3.672
N -2.548 -2.742 -4.854
C -1.992 -3.937 -5.277
C -2.532 -5.069 -5.867
C -1.655 -6.101 -6.164
C -0.292 -6.003 -5.873
C 0.242 -4.873 -5.277
C -0.633 -3.839 -4.990
H 0.661 -1.268 -3.234
H 1.513 -1.846 -4.686
H 1.274 -2.935 -3.285
H -3.511 -2.462 -4.881
H -3.590 -5.146 -6.080
H -2.035 -7.003 -6.625
H 0.358 -6.836 -6.107
H 1.288 -4.809 -5.015
C 6.817 4.029 -0.193
C 7.840 3.861 -1.286
O 8.911 4.414 -1.276
S 7.483 2.771 -2.654
C 5.893 2.094 -2.262
C 4.735 2.679 -2.769
C 3.492 2.160 -2.453
C 3.365 1.037 -1.622
C 4.543 0.449 -1.136
C 5.786 0.965 -1.456
C 2.086 0.507 -1.282
C 0.982 0.051 -0.989
H 5.797 4.045 -0.570
H 7.052 4.945 0.344
H 6.901 3.185 0.494
H 4.815 3.551 -3.406
H 2.592 2.615 -2.846
H 4.461 -0.430 -0.508
H 6.685 0.493 -1.079
*
```

Results
- HOMO level (eV) = -5.37
- E_LUMO (eV) = 2.050
- energy above the lowest of the compared OMol25 structures with the same formula, charge and spin (kcal per mole) = 5.9
- DFT total energy (hartree) = -6400.55311
- frontier orbital gap (eV) = 7.4160

***

No. 11
Molecular formula: C3H4BrCl
Method: DFT, ωB97M-V/def2-TZVPD

Structure (ORCA input):
```
! RIJCOSX wB97M-V def2-TZVPD def2/J DEFGRID3
* xyz 0 1
C -0.950 0.812 0.836
C -0.637 -0.145 -0.001
C 0.731 -0.479 -0.389
Cl 1.040 -2.195 -0.478
Br 2.179 0.468 0.433
H -1.867 1.298 1.292
H -0.011 1.318 1.042
H -1.328 -0.916 -0.547
H 0.843 -0.161 -2.189
*
```

Results
- HOMO level (spin up / spin down) (eV) = -9.36 / -9.36
- E_LUMO (spin up / spin down) (eV) = -0.556 / -0.555
- energy above the lowest of the compared OMol25 structures with the same formula, charge and spin (kcal per mole) = 82.9
- DFT total energy (hartree) = -3150.76193
- frontier orbital gap (spin up / spin down) (eV) = 8.8074 / 8.8072

***

No. 12
Molecular formula: C5H12O2
Method: DFT, ωB97M-V/def2-TZVPD

Structure (ORCA input):
```
! RIJCOSX wB97M-V def2-TZVPD def2/J DEFGRID3
* xyz 0 1
C -1.074 0.034 -0.855
C -0.672 -1.069 -1.476
C 0.611 -1.707 -1.137
C 1.345 -2.409 -2.009
C 2.560 -3.124 -1.570
H -1.920 0.653 -1.144
H -0.472 0.651 -0.189
H -1.331 -1.514 -2.211
H 0.959 -1.667 -0.112
H 1.107 -2.491 -3.064
H 2.312 -4.139 -1.230
H 3.053 -2.655 -0.718
H 3.348 -3.308 -2.300
O -3.935 1.912 1.852
H -3.982 1.953 0.888
H -3.997 2.759 2.319
O 1.673 4.423 3.528
H 1.173 4.825 4.247
H 1.160 3.677 3.240
*
```

Results
- SMILES string = C=C/C=C/C.O.O
- HOMO level (eV) = -8.69
- E_LUMO (eV) = 0.535
- energy above the lowest of the compared OMol25 structures with the same formula, charge and spin (kcal per mole) = 52.2
- DFT total energy (hartree) = -348.12165
- frontier orbital gap (eV) = 9.2248